[1]
Entry from the OMol25 dataset: a structure of composition C7H8AlF11IN in a non-equilibrium geometry (ωB97M-V/def2-TZVPD).

```
29
Properties=species:S:1:pos:R:3:forces:R:3
F -3.778 0.938 1.408 0.01 1.30 -0.74
C -3.447 -0.279 1.723 -0.09 -0.40 1.79
F -3.678 -1.106 0.740 0.12 -0.56 -1.57
F -4.234 -0.659 2.713 -0.52 -0.26 0.93
C -1.993 -0.416 2.238 0.17 -0.51 -1.50
F -1.874 0.002 3.461 -0.16 1.22 1.27
F -1.738 -1.736 2.270 0.14 -0.86 -0.23
C -0.890 0.214 1.347 0.71 -0.37 -0.24
F -1.146 1.479 1.005 -0.61 0.62 -0.11
F 0.219 0.252 2.107 0.48 -0.13 0.49
C -0.522 -0.591 0.107 -0.08 -0.37 -0.78
C -1.380 -0.478 -1.175 1.08 0.99 -0.63
C -0.682 0.646 -2.056 -0.16 -0.83 0.28
I -2.061 2.280 -2.292 0.47 0.04 -0.01
C 0.671 0.958 -1.351 -1.78 2.09 -1.04
N 0.817 -0.175 -0.433 0.92 -0.98 -0.35
H -0.336 -1.638 0.333 -0.51 0.04 0.62
H -1.246 -1.421 -1.705 -0.50 -0.06 0.01
H -2.414 -0.179 -1.087 -0.13 -0.58 0.44
H -0.524 0.290 -3.070 -0.05 -0.05 0.04
H 1.485 1.141 -2.046 0.32 -0.74 0.16
H 0.478 1.935 -0.910 0.57 -0.37 1.03
H 1.652 -0.234 0.194 0.12 0.65 0.07
H 1.002 -0.960 -1.070 0.46 0.09 0.12
F 3.618 -0.435 0.288 -0.19 0.19 -0.41
Al 5.157 -0.051 -0.487 0.50 0.07 -0.11
F 5.039 -0.564 -2.114 -0.31 0.14 0.59
F 6.432 -0.851 0.298 -0.66 0.22 -0.18
F 5.374 1.638 -0.435 -0.35 -0.59 0.04
```
Positions in Å, forces in eV/Å.

Properties
Highest occupied orbital energy ... -11.0899 eV
E_LUMO ... -1.000 eV
Kohn-Sham gap ... 10.1 eV
E ... -1965.2211 Ha

Atomic partial charges in e from the natural (NBO) method, atoms 1 to 8: F -0.286; C 0.918; F -0.299; F -0.299; C 0.555; F -0.263; F -0.309; C 0.627

---

[2]
Entry from the OMol25 dataset: a cluster of 2 separate species, C7H8BNO in total in a non-equilibrium geometry (ωB97M-V/def2-TZVPD).

```
18
Properties=species:S:1:pos:R:3:forces:R:3
B -1.584 -0.064 -0.235 1.68 -1.80 -1.16
C 2.237 -1.136 -0.884 -1.00 1.69 1.97
C 2.671 -0.289 0.187 0.29 -2.00 -1.19
C 0.851 -1.018 -1.189 2.10 -2.39 -2.26
C 1.851 0.510 0.940 -1.97 -0.34 -1.42
C -0.024 -0.370 -0.381 -0.94 2.65 2.09
C 0.483 0.460 0.691 -0.50 -0.62 -1.28
C -0.682 1.209 1.313 1.93 2.16 3.27
N -3.712 -0.549 -1.365 -2.52 1.15 0.83
O -1.853 0.827 0.707 -1.29 -0.11 -0.80
H 2.927 -1.856 -1.346 -0.49 0.68 -0.09
H 3.689 -0.323 0.502 0.79 0.02 -0.14
H 0.596 -1.525 -2.157 -0.48 0.39 1.21
H 2.283 1.234 1.539 0.69 1.12 1.58
H -0.801 0.890 2.407 0.42 0.72 -1.21
H -0.609 2.381 1.283 0.16 -2.14 0.07
H -4.143 0.412 -1.593 0.42 -1.61 0.28
H -4.179 -0.794 -0.419 0.69 0.42 -1.75
```
Positions in Å, forces in eV/Å.

Properties
Highest occupied orbital energy (alpha / beta) ... -6.0522 / -9.1205 eV
E_LUMO (alpha / beta) ... 0.737 / -1.371 eV
Spin multiplicity ... 3
Kohn-Sham gap (alpha / beta) ... 6.8 / 7.7 eV
E ... -426.2108 Ha

Atomic partial charges in e from the natural (NBO) method, atoms 1 to 8: B 0.777; C -0.222; C -0.182; C -0.159; C -0.230; C -0.448; C -0.009; C -0.097

---

[3]
Entry from the OMol25 dataset: the ion C7H8Br2N3 with charge +1 in a non-equilibrium geometry (ωB97M-V/def2-TZVPD).

```
20
Properties=species:S:1:pos:R:3:forces:R:3
C -0.699 2.125 1.203 1.01 1.60 -0.25
C 0.524 1.329 -0.687 -0.56 1.62 -0.69
C 0.113 2.372 0.087 -0.19 0.59 0.58
C -0.974 0.837 1.580 -1.63 0.28 1.49
C -0.702 -0.266 0.785 0.91 2.15 -1.89
C 0.413 -1.022 -1.367 1.54 -1.32 2.84
C 1.709 -1.593 -0.856 0.43 -0.63 0.38
N -0.198 -1.641 -2.230 -1.81 0.13 -1.23
N -0.013 0.130 -0.491 -1.23 -3.60 2.17
N -1.061 -1.508 1.163 0.68 0.00 -1.03
Br 0.547 4.143 -0.446 -0.05 -0.53 0.30
Br -2.140 0.592 3.157 1.08 0.15 -1.15
H -0.986 3.058 1.728 -0.23 -1.14 0.10
H 1.130 1.630 -1.555 -0.31 -1.17 0.13
H 2.428 -0.979 -1.305 1.64 0.68 -1.12
H 1.982 -1.437 0.178 -0.80 0.16 0.61
H 1.948 -2.659 -1.062 -0.70 0.87 -0.39
H -1.124 -1.301 -2.492 0.10 0.21 -0.09
H -1.392 -1.701 2.095 0.07 0.72 0.26
H -1.505 -2.109 0.516 0.03 -0.76 -1.02
```
Positions in Å, forces in eV/Å.

Properties
Highest occupied orbital energy ... -13.1658 eV
E_LUMO ... -4.822 eV
Kohn-Sham gap ... 8.3 eV
Total charge ... +1
SMILES ... [H]/N=C(/C)n1cc(Br)cc(Br)c1=[NH2+]
E ... -5583.5390 Ha
Energy relative to the best compared isomer or geometry (same formula, charge and spin) ... 0.00 kcal/mol

Atomic partial charges in e from the natural (NBO) method, atoms 1 to 8: C -0.141; C 0.055; C -0.130; C -0.123; C 0.421; C 0.446; C -0.703; N -0.529

---

[4]
Entry from the OMol25 dataset: a structure of composition C7H8BrI in a non-equilibrium geometry (ωB97M-V/def2-TZVPD).

```
17
Properties=species:S:1:pos:R:3:forces:R:3
C -1.228 0.566 0.687 -0.09 0.56 0.32
C -0.194 1.162 1.279 -0.09 -0.19 -0.19
C -2.040 -1.430 -0.494 3.58 1.17 0.31
C -0.979 -0.619 -0.102 0.06 -0.30 -0.01
C 1.139 0.509 1.073 0.04 -0.02 0.30
C 0.997 -0.369 -0.136 -3.45 -1.74 -0.52
C 1.271 0.302 -1.447 0.16 -0.07 -0.36
Br -3.841 -1.070 -0.079 0.00 -0.02 -0.04
I 1.915 -2.306 0.014 -0.08 0.40 -0.03
H -2.237 0.934 0.801 -0.06 0.07 0.07
H -0.271 2.032 1.907 -0.11 0.16 0.11
H -1.898 -2.340 -1.056 -0.07 -0.05 -0.02
H 1.924 1.256 0.914 0.04 -0.10 -0.03
H 1.400 -0.064 1.969 0.07 0.04 -0.12
H 0.967 -0.316 -2.294 0.04 0.06 0.14
H 2.342 0.503 -1.541 -0.01 0.03 0.01
H 0.733 1.251 -1.496 -0.01 -0.02 0.05
```
Positions in Å, forces in eV/Å.

Properties
Highest occupied orbital energy ... -8.5005 eV
E_LUMO ... 0.408 eV
Kohn-Sham gap ... 8.9 eV
E ... -3143.1427 Ha
Energy relative to the best compared isomer or geometry (same formula, charge and spin) ... 43.08 kcal/mol

Atomic partial charges in e from the natural (NBO) method, atoms 1 to 8: C -0.281; C -0.144; C -0.332; C -0.009; C -0.548; C -0.008; C -0.693; Br 0.060